(1)
Density functional theory data (ωB97M-V with the def2-TZVPD basis set) for a molecular structure, C10H16B2Cl2F4IN4O4Pt in a non-equilibrium geometry.

Output
Highest occupied orbital energy (alpha / beta)   -17.51 / -19.14 eV
Net charge   +3
LUMO level (alpha / beta)   -10.4 / -15.9 eV
Expectation value of S²   6.06
2S+1   5
Frontier orbital gap (alpha / beta)   7.144 / 3.205 eV

XYZ file:
```
44
Properties=species:S:1:pos:R:3:forces:R:3:mulliken_charge:R:1
Pt -0.4916 -0.0027 -0.4144 -0.178 -0.665 -0.408 0.61
I -1.2130 2.1063 2.8244 -0.287 -0.228 0.332 0.62
Cl 4.1107 3.1762 4.3820 -0.201 -0.977 -0.244 0.42
Cl 2.2352 2.0878 2.3515 0.689 -0.119 0.716 0.04
F -3.8303 -1.4216 -3.5071 1.892 0.204 1.467 -0.18
F 3.1576 -1.5200 1.6793 -1.639 0.534 -0.733 -0.34
F -1.5253 -1.5645 -3.0735 -0.998 0.374 0.725 -0.21
F 1.6222 -2.4247 0.1037 0.324 1.358 0.453 -0.31
O -3.1556 -1.0334 -1.3569 0.489 0.746 2.553 -0.45
O 0.8294 -1.1543 1.9173 -1.325 1.111 -0.320 -0.46
O -1.5398 1.3828 -2.7819 -0.424 0.007 0.071 -0.49
O 2.3322 -0.1126 0.0337 -0.095 -0.095 0.755 -0.41
N -2.2705 -0.8662 -0.1990 -1.304 -1.112 -2.803 0.23
N 1.4147 0.3587 -0.7771 1.151 -0.464 -0.435 0.03
N -0.4221 -1.0270 1.3222 1.744 -1.921 0.563 0.46
N -0.5046 1.0417 -2.2049 -0.270 -0.758 0.492 0.51
C 0.6951 1.3165 -2.7776 1.052 -0.265 1.151 0.57
C 1.8287 0.8626 -1.9163 -0.896 1.312 -0.985 0.46
C -1.4609 -1.6466 1.8339 0.780 1.817 -1.042 0.32
C -0.9830 1.7486 0.7557 0.520 0.618 -0.249 -1.53
C 3.3974 1.7142 3.6399 -0.856 1.063 -0.600 -0.28
C 0.7430 2.0295 -4.0653 0.695 -0.265 0.612 -1.30
C -2.5901 -1.5735 0.8399 -0.416 0.565 -0.463 0.68
C -3.9359 -2.2007 0.8838 0.255 -0.323 0.393 -1.28
C 3.2699 1.0935 -2.2931 -0.716 -0.668 1.252 -1.47
C -1.5088 -2.2181 3.1937 0.599 -0.334 -0.543 -1.43
B 1.9956 -1.3539 0.9213 0.747 -1.638 0.243 0.86
B -2.7817 -1.3349 -2.6572 -0.720 -0.500 -1.759 0.62
H -1.9827 1.9906 0.3825 0.034 0.485 -0.008 0.61
H -0.2011 2.4694 0.4959 -0.575 0.193 -0.186 0.61
H 1.1108 1.3234 -4.8276 0.017 0.311 -0.009 0.36
H 3.8994 0.7096 -1.4749 -0.103 0.230 -0.558 0.36
H 2.8765 1.1351 4.4305 0.486 0.111 0.035 0.37
H 3.4638 0.5522 -3.2001 0.302 -0.237 -0.523 0.42
H -2.3103 -1.7269 3.7317 -0.176 0.054 0.314 0.41
H 3.4440 2.1508 -2.4561 0.039 0.203 -0.067 0.40
H 1.4480 2.8794 -3.9674 -0.343 -0.385 -0.329 0.38
H -0.5224 -2.0703 3.6698 -0.678 -0.288 -0.113 0.34
H 4.2175 1.1358 3.1874 0.270 -0.141 0.280 0.40
H -4.6493 -1.4919 0.4709 -0.115 0.007 0.041 0.39
H -3.9397 -3.0618 0.2120 -0.059 -0.154 0.065 0.35
H -1.7634 -3.2767 3.0920 0.114 -0.048 0.350 0.40
H -4.2395 -2.5133 1.8831 0.161 -0.016 -0.081 0.44
H -0.2698 2.3309 -4.2879 0.013 0.296 -0.404 0.44
```
Forces are in eV/Å.

***

(2)
Density functional theory data (ωB97M-V with the def2-TZVPD basis set) for 3 unconnected molecules or ions with the total composition C22H55FN7O4P2 in a non-equilibrium geometry.

Output
Highest occupied orbital energy   -1.35 eV
Net charge   -1
LUMO level   1.7 eV
Frontier orbital gap   3.023 eV

XYZ file:
```
91
Properties=species:S:1:pos:R:3:forces:R:3:mulliken_charge:R:1
P -0.9336 5.5101 2.5116 1.258 -1.783 3.470 0.13
P -1.1452 0.2500 -2.5862 6.160 4.323 0.690 0.93
F 2.3123 -9.0566 -0.6446 -0.069 -0.050 0.013 -0.31
O -1.1744 4.5893 1.3860 -0.750 1.572 -1.348 -0.63
O 3.8164 -7.0192 -0.7568 0.093 0.026 -0.139 -0.32
O -0.9671 -0.4243 -1.2570 -3.163 -2.097 -0.743 -0.80
O -2.5360 -5.0535 0.8712 0.308 0.244 -0.160 -0.61
N -1.5045 0.7895 -4.2154 -2.749 -2.264 0.130 -0.08
N -1.3693 7.0825 2.9722 -0.556 0.396 -1.924 0.12
N 0.7358 5.5900 2.7386 -0.080 0.118 -0.384 0.29
N -0.3707 -5.8038 0.4136 -0.068 0.548 0.621 0.93
N -1.7120 4.7698 3.8228 0.045 -0.414 -0.233 0.27
N 0.4887 -0.0586 -3.1151 0.035 -0.312 -0.061 0.15
N -1.4013 1.8460 -2.0283 -0.359 -0.194 0.301 0.11
C -0.6080 8.1694 2.3307 0.250 0.010 0.204 -0.96
C -1.1694 -0.1374 -5.3151 0.369 0.138 -0.125 -1.05
C -2.8089 7.3529 2.7800 -0.121 -0.109 0.285 -1.02
C 2.4272 -6.6626 -0.6954 -0.322 -0.562 0.264 0.39
C 0.8019 -3.6209 0.2959 -0.233 -0.505 -0.245 -1.01
C 0.2434 -4.7351 1.2044 0.268 0.602 0.079 -1.05
C -2.3977 3.5077 3.5449 0.057 -0.139 -0.067 -1.03
C 1.5473 5.7458 1.5393 -0.022 -0.131 -0.265 -1.02
C 4.8822 -4.9437 0.0429 0.076 0.362 -0.162 -0.91
C 1.4455 5.4735 3.9964 0.006 0.241 0.152 -0.99
C 0.9304 -1.4377 -3.2181 -0.134 -0.207 0.052 -0.97
C 0.9502 -7.9089 0.9043 0.342 -0.238 -0.151 -0.79
C -2.1057 -5.7902 -1.3500 -0.052 -0.390 0.348 -1.15
C 1.4835 -7.8600 -0.5117 -0.099 0.051 -0.019 -0.58
C -0.3383 -7.1083 1.1091 0.120 -0.463 -0.246 -1.01
C -1.7803 1.9952 -0.6256 0.024 -0.084 0.182 -1.06
C 4.6173 -5.9299 -1.1057 0.030 0.138 0.028 -0.27
C -1.7250 -5.4969 0.0861 -0.256 -0.270 -0.147 0.41
C 1.4641 0.9540 -3.4294 -0.134 0.081 -0.263 -0.99
C -0.6978 3.0264 -2.4901 -0.290 0.181 -0.376 -1.03
C -2.9266 1.1728 -4.4108 0.029 0.424 0.054 -1.16
C -1.2695 4.8315 5.2015 -0.219 0.363 0.155 -1.03
H 0.1300 -2.7639 0.2481 0.150 0.139 0.029 0.37
H -3.3993 6.6084 3.3094 0.052 -0.060 -0.023 0.31
H 4.8598 -3.9173 -0.3354 0.026 0.022 0.041 0.25
H -0.4594 4.1269 5.4163 -0.021 0.001 0.041 0.31
H 2.1635 -6.1155 -1.6138 0.255 0.197 0.021 0.20
H 1.8603 1.4531 -2.5354 -0.001 0.051 -0.028 0.23
H 4.1632 -5.3794 -1.9439 -0.084 -0.044 0.001 0.29
H 1.1392 5.1564 0.7172 -0.043 0.000 0.036 0.21
H -0.5400 -6.9610 2.1810 -0.098 0.050 -0.022 0.19
H 0.2897 3.1254 -2.0237 -0.006 0.007 0.000 0.24
H -3.0970 7.3421 1.7235 0.014 0.061 -0.005 0.33
H 2.2988 -6.0046 0.1801 -0.101 0.280 -0.251 -0.44
H 0.8869 -4.0400 -0.7088 0.058 0.071 -0.038 0.15
H 1.7027 -7.6564 1.6923 -0.057 0.201 -0.022 0.21
H -1.3455 -6.4030 -1.8310 0.056 0.064 -0.015 0.31
H -3.1174 3.3159 4.3439 0.052 0.044 0.056 0.35
H 0.5378 -2.0789 -2.4272 -0.092 0.199 0.111 0.17
H 2.0168 -1.5118 -3.1606 0.010 0.096 0.030 0.46
H -3.0496 8.3316 3.1955 0.056 0.018 0.003 0.41
H 1.0291 6.1188 4.7712 -0.028 -0.021 0.001 0.34
H 1.0678 1.7211 -4.1032 -0.022 0.023 0.046 0.30
H -0.9528 5.8377 5.4715 0.062 0.012 -0.087 0.30
H -0.5855 3.0311 -3.5719 0.079 -0.121 0.005 0.35
H 4.1141 -5.0082 0.8129 -0.018 -0.133 -0.016 0.24
H 2.4792 5.7927 3.8620 -0.016 -0.004 -0.091 0.42
H -1.0359 9.1242 2.6358 -0.057 -0.024 0.005 0.38
H 1.6082 6.7897 1.2035 0.071 -0.010 0.043 0.28
H -1.2734 3.9197 -2.2301 -0.009 -0.033 0.075 0.35
H 1.0652 -5.1383 1.7940 -0.087 -0.318 -0.068 0.44
H 2.3111 0.5034 -3.9511 -0.009 -0.054 0.033 0.46
H 0.4265 8.1563 2.6685 0.011 -0.109 -0.038 0.27
H 0.6199 -1.8894 -4.1742 0.144 -0.082 0.003 0.26
H -3.0498 1.6088 -5.4031 0.051 -0.029 -0.020 0.41
H -3.2127 1.9216 -3.6766 0.040 -0.051 0.064 0.35
H 2.5628 5.3937 1.7177 -0.027 -0.039 0.070 0.47
H 0.6925 -8.9582 1.0777 -0.020 0.023 0.164 0.42
H -2.2271 2.9783 -0.4685 0.105 0.061 -0.091 0.36
H -0.4649 -4.2882 1.9115 -0.057 -0.212 0.089 0.60
H 1.8104 -3.3313 0.5907 -0.089 0.250 0.126 0.31
H -1.6190 -1.1269 -5.1981 -0.040 0.009 -0.049 0.34
H -1.1521 -7.7236 0.7160 -0.040 0.121 -0.127 0.51
H -2.2332 -4.8369 -1.8655 0.078 0.018 -0.030 0.24
H -1.7111 2.6560 3.4872 -0.025 -0.020 0.008 0.32
H 5.8606 -5.0837 0.5052 -0.055 -0.183 0.077 0.31
H -0.9206 1.9049 0.0468 -0.033 0.022 0.038 0.26
H -2.9482 3.5610 2.6110 0.090 0.008 -0.053 0.27
H 5.5677 -6.3251 -1.4757 -0.001 -0.087 0.047 0.34
H -3.6046 0.3186 -4.3234 -0.005 -0.013 -0.120 0.33
H 1.4652 4.4463 4.3707 0.008 0.011 0.010 0.25
H -0.0933 -0.2496 -5.4027 0.003 -0.026 0.103 0.29
H -2.1042 4.5824 5.8620 -0.030 -0.023 -0.051 0.33
H -0.6244 8.1226 1.2367 -0.047 0.043 -0.008 0.33
H -1.5306 0.2899 -6.2514 -0.085 0.022 0.047 0.39
H -3.0654 -6.3076 -1.3446 -0.061 0.068 -0.124 0.35
H -2.5172 1.2511 -0.3361 0.098 -0.096 -0.018 0.38
```
Forces are in eV/Å.

***

Question: The highest net charge belongs to which entry?
Answer: C10H16B2Cl2F4IN4O4Pt

***

Question: The highest net charge belongs to which entry?
Answer: C10H16B2Cl2F4IN4O4Pt

***

Question: Look up the net charge of the second one.
Answer: -1